Entry from OMol25: 2 unconnected molecules or ions with the total composition C2H6O in a non-equilibrium geometry (wB97M-V/def2-TZVPD).

Bonds (Å) are listed after each position.
CARTESIAN COORDINATES (ANGSTROEM)
1 O -2.986 -4.507 -0.227  H4 0.984, H6 0.984
2 C 2.029 2.473 0.469  C3 1.402, H7 1.096, H9 1.096
3 C 1.136 1.777 -0.358  C2 1.402, H5 1.096, H8 1.096
4 H -3.812 -4.098 -0.572  O1 0.984
5 H 0.739 0.785 -0.109  C3 1.096
6 H -2.900 -4.156 0.688  O1 0.984
7 H 2.402 3.411 0.042  C2 1.096
8 H 0.953 2.160 -1.368  C3 1.096
9 H 2.439 2.155 1.435  C2 1.096

Calculated values
* DFT total energy: -4217.486 eV
* HOMO energy: -9.8809 eV
* orbital gap: 10.9 eV
* energy relative to the best compared isomer or geometry (same formula, charge and spin): 0.9810 eV
* SMILES string: C=C.O

Atom charges from the Löwdin analysis, given in e for atoms 1 to 5: O -0.091; C -0.071; C -0.072; H 0.046; H 0.035